# 1
The following is a DFT calculation (wB97M-V/def2-TZVPD) of a cluster of 6 separate species, C36H56INO11 in total in a non-equilibrium geometry.

Properties
LUMO energy = -0.58 eV
strongest force on any atom = 0.0511 Eh/bohr
charge = 0
spin multiplicity = 1
HOMO-LUMO gap = 8.44 eV

Element x y z (Å)
C (2.951, -4.929, 4.894)
C (2.429, -4.327, 3.517)
C (0.887, -4.572, 3.251)
I (-0.206, -5.497, 4.895)
C (0.093, -3.318, 2.799)
C (0.086, -2.029, 3.484)
C (0.905, -1.788, 4.784)
C (1.870, -0.528, 4.659)
C (2.804, -0.573, 3.383)
C (4.297, -0.443, 3.886)
C (5.382, -0.831, 2.815)
O (4.847, -1.450, 1.620)
C (5.843, -1.888, 0.787)
C (5.433, -2.515, -0.588)
O (7.022, -1.787, 1.029)
C (-0.705, -0.881, 3.005)
C (-1.542, -1.006, 1.827)
C (-2.418, 0.188, 1.316)
C (-3.685, 0.249, 2.305)
C (-3.382, 1.140, 3.543)
O (-3.265, 0.653, 4.631)
O (-3.197, 2.533, 3.413)
C (-1.564, -2.290, 1.162)
C (-0.754, -3.425, 1.613)
C (-0.990, -4.616, 0.646)
O (-0.697, -5.770, 0.713)
N (-1.749, -4.025, -0.449)
C (-2.365, -2.770, -0.073)
O (-3.311, -2.301, -0.635)
H (2.793, -6.030, 4.960)
H (2.486, -4.413, 5.777)
H (4.059, -4.763, 5.013)
H (2.722, -3.253, 3.540)
H (3.078, -4.814, 2.738)
H (0.824, -5.304, 2.404)
H (1.414, -2.694, 5.183)
H (0.149, -1.493, 5.569)
H (1.192, 0.358, 4.563)
H (2.482, -0.415, 5.586)
H (2.632, -1.450, 2.717)
H (2.624, 0.336, 2.740)
H (4.425, -1.105, 4.773)
H (4.538, 0.597, 4.231)
H (6.019, 0.056, 2.502)
H (6.079, -1.560, 3.314)
H (4.844, -1.754, -1.159)
H (4.831, -3.445, -0.410)
H (6.319, -2.774, -1.212)
H (-0.658, 0.082, 3.556)
H (-2.764, 0.044, 0.270)
H (-1.782, 1.109, 1.435)
H (-3.822, -0.790, 2.698)
H (-4.590, 0.553, 1.728)
H (-2.318, 2.623, 3.002)
H (-1.047, -3.821, -1.167)
C (-4.520, -0.916, -5.874)
C (-3.327, -0.949, -4.952)
C (-3.433, -1.803, -3.715)
O (-2.323, -0.313, -5.196)
H (-4.306, -0.264, -6.720)
H (-4.727, -1.920, -6.249)
H (-5.389, -0.526, -5.343)
H (-3.593, -2.846, -3.995)
H (-4.254, -1.452, -3.088)
H (-2.506, -1.731, -3.147)
C (8.150, 2.907, 0.564)
C (6.677, 2.994, 0.871)
C (5.806, 3.731, -0.113)
O (6.211, 2.490, 1.871)
H (8.651, 2.350, 1.355)
H (8.302, 2.386, -0.383)
H (8.579, 3.910, 0.514)
H (5.856, 3.246, -1.090)
H (6.133, 4.770, -0.193)
H (4.773, 3.714, 0.234)
C (-6.714, 3.327, -7.139)
C (-7.167, 1.951, -6.729)
C (-8.204, 1.861, -5.638)
O (-6.717, 0.954, -7.254)
H (-5.969, 3.241, -7.930)
H (-7.561, 3.900, -7.517)
H (-6.262, 3.839, -6.287)
H (-9.117, 2.371, -5.949)
H (-7.818, 2.310, -4.720)
H (-8.436, 0.814, -5.445)
C (-8.077, 3.510, -10.630)
C (-7.848, 4.981, -10.389)
C (-7.626, 5.852, -11.598)
O (-7.844, 5.445, -9.269)
H (-8.223, 3.005, -9.675)
H (-8.970, 3.368, -11.241)
H (-7.209, 3.075, -11.127)
H (-8.499, 5.813, -12.252)
H (-6.737, 5.520, -12.138)
H (-7.475, 6.883, -11.278)
C (5.866, 0.457, 8.738)
C (5.935, 0.636, 7.243)
C (6.212, 2.024, 6.724)
O (5.775, -0.298, 6.487)
H (5.661, -0.589, 8.967)
H (6.819, 0.735, 9.191)
H (5.062, 1.070, 9.150)
H (7.180, 2.371, 7.088)
H (5.423, 2.706, 7.047)
H (6.234, 2.005, 5.634)

# 2
The following is a DFT calculation (wB97M-V/def2-TZVPD) of a structure of composition C36H56N10O3SSeTi in a non-equilibrium geometry.

Properties
LUMO energy (spin up / spin down) = 3.24 / 3.04 eV
strongest force on any atom = 0.0993 Eh/bohr
relative energy (zero: lowest compared OMol25 entry of this formula, charge and spin) = 2.383 eV
charge = -2
spin multiplicity = 3
HOMO-LUMO gap (spin up / spin down) = 3.68 / 4.06 eV

Element x y z (Å)
Ti (0.544, -0.057, -0.968)
N (2.179, -1.561, -0.479)
C (2.472, -2.385, -1.624)
C (3.966, -2.615, -1.811)
C (4.613, -3.434, -0.625)
C (4.045, -4.874, -0.611)
N (3.658, -5.484, 0.714)
C (4.461, -5.851, 1.706)
N (5.773, -5.842, 1.555)
N (3.838, -6.656, 2.656)
C (1.815, -1.615, -2.885)
O (2.557, -1.439, -3.820)
O (0.621, -1.057, -2.671)
H (3.054, -1.150, -0.154)
H (1.760, -2.061, 0.353)
H (2.001, -3.376, -1.413)
H (4.439, -1.620, -1.901)
H (4.031, -3.241, -2.734)
H (4.296, -2.947, 0.342)
H (5.696, -3.391, -0.753)
H (4.881, -5.480, -0.999)
H (3.216, -5.064, -1.290)
H (2.652, -5.524, 0.916)
H (6.206, -5.637, 0.672)
H (6.196, -6.428, 2.294)
H (2.854, -6.402, 2.774)
H (4.218, -6.701, 3.625)
C (-4.419, -1.222, 4.029)
C (-3.687, -1.168, 2.677)
N (-2.192, -1.326, 2.899)
C (-1.415, -1.564, 1.848)
S (0.044, -0.528, 1.492)
N (-1.627, -2.523, 0.949)
C (-1.981, -3.920, 1.360)
C (-2.863, -4.523, 0.269)
H (-5.474, -1.499, 3.815)
H (-4.332, -0.216, 4.541)
H (-3.995, -1.964, 4.689)
H (-3.855, -0.162, 2.314)
H (-3.997, -1.921, 1.904)
H (-1.862, -0.630, 3.561)
H (-1.066, -2.519, 0.096)
H (-2.517, -3.849, 2.332)
H (-1.034, -4.388, 1.459)
H (-3.592, -3.819, -0.143)
H (-3.432, -5.309, 0.746)
H (-2.271, -4.962, -0.539)
C (3.977, 1.293, 1.801)
C (3.969, 2.301, 0.658)
C (4.603, 1.718, -0.655)
C (2.568, 2.858, 0.499)
C (2.164, 3.777, 1.405)
C (1.209, 4.730, 1.035)
C (0.610, 4.751, -0.228)
C (0.866, 3.709, -1.130)
C (0.467, 3.873, -2.624)
C (-0.922, 4.472, -2.724)
C (0.464, 2.631, -3.564)
C (1.708, 2.603, -0.658)
N (1.494, 1.367, -1.050)
H (5.040, 1.112, 2.011)
H (3.430, 0.373, 1.539)
H (3.442, 1.659, 2.713)
H (4.599, 3.192, 0.985)
H (4.870, 0.650, -0.498)
H (5.609, 2.211, -0.738)
H (4.000, 1.808, -1.558)
H (2.623, 3.781, 2.413)
H (0.949, 5.507, 1.747)
H (-0.102, 5.545, -0.558)
H (1.210, 4.555, -3.088)
H (-1.323, 4.457, -3.764)
H (-0.915, 5.537, -2.410)
H (-1.620, 3.902, -2.160)
H (-0.344, 1.946, -3.358)
H (1.466, 2.159, -3.576)
H (0.278, 3.036, -4.538)
Se (-3.810, 2.287, -5.315)
C (-2.552, 1.257, -6.106)
N (-1.646, 0.663, -6.568)
C (-4.908, -1.065, -3.298)
C (-3.748, -1.858, -3.082)
C (-2.604, -1.324, -2.508)
C (-2.586, -0.049, -1.934)
C (-1.547, 0.404, -1.095)
C (-1.727, 1.584, -0.363)
C (-2.976, 2.271, -0.463)
C (-3.968, 1.921, -1.324)
C (-3.795, 0.773, -2.113)
C (-4.915, 0.231, -2.841)
H (-5.749, -1.568, -3.786)
H (-3.768, -2.888, -3.474)
H (-1.636, -1.849, -2.602)
H (-0.991, 1.939, 0.364)
H (-3.065, 3.209, 0.139)
H (-4.901, 2.421, -1.356)
H (-5.648, 0.994, -3.240)
C (-3.354, 5.898, 4.101)
N (-3.092, 4.482, 4.113)
C (-2.510, 3.976, 2.975)
N (-2.209, 2.605, 3.196)
O (-2.409, 4.591, 1.891)
H (-3.108, 6.412, 5.008)
H (-4.442, 6.070, 3.899)
H (-2.894, 6.346, 3.206)
H (-3.009, 4.009, 4.997)
H (-1.711, 2.389, 4.063)
H (-1.588, 2.262, 2.421)

# 3
The following is a DFT calculation (wB97M-V/def2-TZVPD) of a structure of composition C36H57B3Br3N13O5 in a non-equilibrium geometry.

Properties
LUMO energy = 0.15 eV
strongest force on any atom = 0.0423 Eh/bohr
charge = 0
spin multiplicity = 1
HOMO-LUMO gap = 9.70 eV

Element x y z (Å)
C (-1.135, 5.145, 2.042)
C (-0.730, 3.779, 1.523)
O (-1.529, 2.911, 1.427)
O (0.577, 3.648, 1.239)
C (0.851, 3.045, -0.040)
C (1.936, 1.981, 0.149)
B (2.474, 1.359, -1.204)
O (1.708, 0.482, -1.986)
B (2.539, -0.622, -2.209)
C (2.227, -2.096, -1.787)
C (0.748, -2.315, -1.372)
C (0.649, -2.233, 0.144)
Br (0.184, -4.099, -1.953)
O (3.785, -0.317, -2.815)
B (4.420, 0.456, -1.836)
C (5.693, -0.068, -1.060)
Br (7.253, 1.075, -1.357)
C (5.971, -1.573, -1.285)
C (7.021, -1.872, -2.347)
Br (6.474, -2.340, 0.458)
O (3.795, 1.678, -1.572)
H (-0.739, 5.248, 3.049)
H (-2.208, 5.238, 2.040)
H (-0.651, 5.870, 1.395)
H (1.177, 3.847, -0.702)
H (-0.025, 2.578, -0.486)
H (1.493, 1.195, 0.762)
H (2.753, 2.445, 0.695)
H (2.838, -2.294, -0.901)
H (2.583, -2.794, -2.543)
H (0.173, -1.525, -1.837)
H (0.655, -1.191, 0.468)
H (1.478, -2.745, 0.627)
H (-0.271, -2.678, 0.515)
H (5.462, 0.019, 0.004)
H (5.070, -2.101, -1.568)
H (7.997, -1.607, -1.954)
H (6.999, -2.913, -2.640)
H (6.812, -1.234, -3.203)
C (-3.490, -2.390, 2.631)
C (-2.512, -3.435, 2.306)
N (-1.755, -4.245, 2.037)
H (-4.270, -2.794, 3.270)
H (-2.996, -1.576, 3.149)
H (-3.938, -2.012, 1.717)
C (-4.904, 7.848, 1.164)
C (-3.848, 7.674, 2.164)
N (-3.028, 7.536, 2.944)
H (-5.097, 8.910, 1.016)
H (-4.597, 7.407, 0.226)
H (-5.816, 7.363, 1.503)
C (3.910, -5.846, 1.567)
C (4.142, -4.975, 0.415)
N (4.326, -4.295, -0.480)
H (4.607, -5.596, 2.365)
H (2.892, -5.717, 1.929)
H (4.056, -6.884, 1.279)
C (-4.643, 2.256, 2.381)
C (-4.794, 0.913, 2.944)
N (-4.911, -0.133, 3.383)
H (-5.252, 2.957, 2.948)
H (-3.601, 2.566, 2.428)
H (-4.966, 2.260, 1.342)
C (-2.300, -6.956, 3.754)
C (-3.325, -7.581, 4.594)
N (-4.124, -8.068, 5.245)
H (-1.348, -6.944, 4.281)
H (-2.187, -7.518, 2.830)
H (-2.586, -5.938, 3.516)
C (7.864, 2.274, 2.666)
C (6.667, 1.434, 2.627)
N (5.730, 0.785, 2.599)
H (8.535, 2.001, 1.853)
H (7.581, 3.317, 2.563)
H (8.377, 2.140, 3.615)
C (-6.820, 8.085, -2.550)
C (-6.169, 6.984, -1.833)
N (-5.649, 6.144, -1.263)
H (-7.099, 7.761, -3.547)
H (-7.716, 8.398, -2.017)
H (-6.135, 8.930, -2.624)
C (4.883, 3.943, 5.089)
C (6.268, 4.358, 4.852)
N (7.348, 4.671, 4.665)
H (4.843, 3.265, 5.938)
H (4.269, 4.817, 5.298)
H (4.496, 3.435, 4.208)
C (-9.770, 9.306, -5.272)
C (-9.615, 9.330, -3.817)
N (-9.490, 9.343, -2.685)
H (-9.847, 10.324, -5.650)
H (-8.910, 8.819, -5.726)
H (-10.671, 8.757, -5.536)
C (3.284, -10.033, 0.801)
C (2.802, -9.472, 2.067)
N (2.426, -9.031, 3.049)
H (3.416, -9.234, 0.072)
H (4.238, -10.533, 0.959)
H (2.565, -10.762, 0.409)
C (-9.054, 4.236, -0.911)
C (-8.801, 5.089, -2.071)
N (-8.593, 5.759, -2.968)
H (-8.306, 4.433, -0.145)
H (-10.043, 4.443, -0.510)
H (-8.998, 3.190, -1.204)
C (3.126, -1.536, -6.270)
C (4.012, -2.681, -6.484)
N (4.702, -3.573, -6.651)
H (2.088, -1.865, -6.288)
H (3.332, -1.080, -5.302)
H (3.276, -0.798, -7.055)
C (0.550, -12.194, -2.624)
C (1.592, -12.279, -1.601)
N (2.405, -12.345, -0.804)
H (0.296, -11.151, -2.805)
H (0.906, -12.641, -3.550)
H (-0.338, -12.725, -2.289)

# 4
The following is a DFT calculation (wB97M-V/def2-TZVPD) of a cluster of 9 separate species, C36H57ClN8O5 in total in a non-equilibrium geometry.

Properties
LUMO energy = -0.36 eV
strongest force on any atom = 0.0826 Eh/bohr
charge = 0
spin multiplicity = 1
HOMO-LUMO gap = 6.91 eV

Element x y z (Å)
C (-1.823, 6.680, -1.948)
C (-2.350, 5.513, -1.030)
N (-1.638, 4.155, -1.315)
C (-2.311, 3.178, -0.324)
C (-2.011, 3.578, -2.698)
C (-1.726, 2.042, -2.963)
C (-0.066, 4.166, -1.105)
C (0.474, 4.873, 0.173)
O (0.044, 4.179, 1.333)
C (0.723, 2.987, 1.712)
H (-2.112, 6.476, -2.979)
H (-0.735, 6.697, -1.885)
H (-2.248, 7.677, -1.836)
H (-3.411, 5.380, -1.240)
H (-2.221, 5.646, 0.044)
H (-2.225, 3.542, 0.700)
H (-1.782, 2.226, -0.318)
H (-3.383, 3.085, -0.495)
H (-1.519, 4.287, -3.364)
H (-3.077, 3.776, -2.813)
H (-0.688, 1.756, -2.794)
H (-1.967, 1.802, -3.999)
H (-2.387, 1.435, -2.345)
H (0.312, 4.551, -2.052)
H (0.236, 3.119, -1.137)
H (0.118, 5.900, 0.248)
H (1.563, 4.924, 0.204)
H (0.419, 2.428, 2.597)
H (1.784, 3.121, 1.923)
H (0.613, 2.199, 0.967)
Cl (0.240, -1.250, -0.235)
O (0.167, -1.248, 1.183)
O (0.129, 0.088, -0.655)
O (1.590, -1.737, -0.570)
O (-0.769, -2.118, -0.723)
C (-2.076, -1.563, -5.313)
C (-1.349, -2.524, -4.359)
C (0.113, -1.975, -3.966)
C (1.051, -1.714, -5.075)
N (1.744, -1.561, -5.968)
H (-2.210, -0.572, -4.879)
H (-3.024, -2.036, -5.566)
H (-1.549, -1.422, -6.257)
H (-1.092, -3.490, -4.792)
H (-1.963, -2.664, -3.469)
H (0.576, -2.672, -3.268)
H (0.069, -1.067, -3.364)
N (3.076, -0.079, -2.964)
C (3.169, 1.021, -2.105)
C (3.885, 2.025, -2.744)
C (4.148, 1.547, -4.060)
C (3.760, 0.233, -4.133)
H (2.677, -0.969, -2.702)
H (2.620, 0.959, -1.177)
H (4.080, 3.016, -2.360)
H (4.692, 2.124, -4.793)
H (3.687, -0.444, -4.971)
N (-3.292, -0.459, 0.510)
C (-3.859, -0.526, -0.749)
C (-5.071, 0.180, -0.738)
C (-5.218, 0.685, 0.545)
C (-4.184, 0.119, 1.323)
H (-2.466, -0.973, 0.782)
H (-3.336, -1.071, -1.521)
H (-5.690, 0.350, -1.607)
H (-6.053, 1.315, 0.813)
H (-3.874, 0.104, 2.357)
N (4.790, -1.477, -0.355)
C (5.858, -0.709, -0.773)
C (7.035, -1.349, -0.407)
C (6.666, -2.526, 0.261)
C (5.331, -2.536, 0.326)
H (3.803, -1.301, -0.478)
H (5.692, 0.254, -1.232)
H (8.043, -1.064, -0.672)
H (7.409, -3.238, 0.588)
H (4.624, -3.270, 0.684)
N (0.934, -4.660, 0.769)
C (1.956, -4.428, 1.622)
C (2.653, -5.607, 1.746)
C (1.907, -6.539, 1.049)
C (0.817, -5.972, 0.472)
H (0.230, -3.974, 0.538)
H (2.169, -3.482, 2.097)
H (3.581, -5.813, 2.258)
H (2.129, -7.594, 0.976)
H (0.025, -6.445, -0.089)
N (0.444, -2.781, 5.581)
C (0.140, -3.574, 6.678)
C (-0.514, -4.731, 6.331)
C (-0.729, -4.580, 4.957)
C (-0.180, -3.423, 4.514)
H (0.944, -1.903, 5.600)
H (0.493, -3.317, 7.666)
H (-0.685, -5.583, 6.972)
H (-1.145, -5.363, 4.340)
H (0.074, -3.064, 3.528)
N (-3.110, 1.861, 5.392)
C (-2.419, 1.720, 4.203)
C (-1.927, 0.399, 4.219)
C (-2.236, -0.212, 5.464)
C (-3.009, 0.712, 6.118)
H (-3.705, 2.649, 5.606)
H (-2.398, 2.511, 3.468)
H (-1.264, -0.028, 3.480)
H (-1.935, -1.213, 5.735)
H (-3.494, 0.639, 7.080)

| no. | E_tot (eV) |
| --- | --- |
| 1 | -70351.9866 |
| 2 | -158578.2929 |
| 3 | -280025.2702 |
| 4 | -72925.3483 |